{"formula": "C86H68N4O10", "method": "ωB97M-V with the def2-TZVPD basis set", "elements": ["O", "C", "C", "C", "C", "C", "C", "C", "C", "O", "C", "C", "C", "C", "C", "C", "H", "H", "H", "H", "H", "H", "H", "H", "O", "C", "C", "C", "C", "C", "C", "C", "C", "O", "C", "C", "C", "C", "C", "C", "H", "H", "H", "H", "H", "H", "H", "H", "O", "C", "C", "C", "C", "C", "C", "C", "C", "O", "C", "C", "C", "C", "C", "C", "H", "H", "H", "H", "H", "H", "H", "H", "O", "C", "C", "C", "C", "C", "C", "C", "C", "O", "C", "C", "C", "C", "C", "C", "H", "H", "H", "H", "H", "H", "H", "H", "O", "C", "C", "C", "C", "C", "C", "C", "C", "O", "C", "C", "C", "C", "C", "C", "H", "H", "H", "H", "H", "H", "H", "H", "C", "C", "C", "C", "N", "H", "H", "H", "H", "H", "H", "H", "C", "C", "C", "C", "N", "H", "H", "H", "H", "H", "H", "H", "C", "C", "C", "C", "N", "H", "H", "H", "H", "H", "H", "H", "C", "C", "C", "C", "N", "H", "H", "H", "H", "H", "H", "H"], "xyz": [[4.56799, 21.56270, 16.00555], [4.34639, 20.34131, 15.88274], [3.72948, 19.58668, 16.97535], [3.47464, 20.28309, 18.21440], [3.06931, 19.49331, 19.30975], [2.84435, 18.16640, 19.21020], [3.17957, 17.44860, 18.04885], [3.60341, 18.17574, 16.91515], [3.99360, 17.38703, 15.75239], [3.90560, 16.15773, 15.78693], [4.53970, 18.15456, 14.60094], [4.85915, 17.48413, 13.46050], [5.38793, 18.21017, 12.34867], [5.53378, 19.58626, 12.36267], [5.08005, 20.32640, 13.49708], [4.72353, 19.62018, 14.65763], [3.61529, 21.34887, 18.31793], [3.00409, 19.91962, 20.29990], [2.44615, 17.59320, 20.03438], [2.96354, 16.39056, 18.06603], [4.77084, 16.41513, 13.33468], [5.76842, 17.77568, 11.43606], [5.86920, 20.15043, 11.50500], [5.20322, 21.39797, 13.44253], [3.37186, 28.95082, 11.01570], [3.13289, 28.11868, 11.87984], [3.85383, 26.79163, 11.92764], [4.72620, 26.42493, 10.84581], [5.25247, 25.11303, 10.88031], [5.17925, 24.33154, 12.00213], [4.39138, 24.74451, 13.03747], [3.72791, 25.95648, 13.04230], [2.83604, 26.25434, 14.26613], [2.83456, 25.64763, 15.34786], [1.94258, 27.46153, 14.09888], [0.81936, 27.61109, 14.98586], [0.03172, 28.78271, 14.90802], [0.27969, 29.68815, 13.82916], [1.22642, 29.45423, 12.90547], [2.12504, 28.40021, 12.99736], [4.96476, 27.04654, 9.99547], [5.79515, 24.86645, 9.97970], [5.78869, 23.44001, 12.01428], [4.43713, 24.10542, 13.90687], [0.61602, 26.95908, 15.82248], [-0.79090, 28.99975, 15.57331], [-0.36383, 30.55314, 13.76539], [1.29317, 30.23012, 12.15719], [8.21787, 28.32658, 4.79551], [8.52809, 28.19798, 5.99899], [7.68563, 28.90981, 7.07781], [6.78899, 29.91347, 6.66529], [6.00820, 30.57957, 7.63386], [6.05200, 30.23573, 8.98787], [6.97362, 29.25828, 9.33857], [7.90950, 28.67354, 8.41420], [8.94584, 27.70191, 8.87101], [8.90963, 27.16816, 9.98399], [10.01464, 27.37291, 7.83028], [11.16619, 26.66744, 8.23897], [12.13557, 26.29588, 7.31292], [11.98358, 26.58786, 5.94779], [10.86073, 27.22384, 5.56302], [9.78583, 27.53249, 6.44760], [6.60876, 30.25039, 5.65514], [5.36634, 31.37680, 7.28913], [5.43794, 30.65160, 9.77296], [6.99056, 28.96321, 10.37735], [11.31890, 26.38228, 9.26938], [13.00179, 25.67547, 7.48938], [12.71716, 26.32344, 5.20057], [10.77750, 27.38601, 4.49852], [9.74479, 25.27497, 19.61981], [10.29394, 26.29974, 19.18501], [10.16314, 26.72637, 17.71753], [9.66367, 25.80550, 16.80743], [9.49888, 26.09708, 15.48232], [9.87641, 27.41738, 15.10826], [10.52612, 28.28923, 15.97907], [10.71613, 27.97944, 17.32945], [11.40085, 28.91417, 18.26747], [11.82350, 30.04805, 17.97093], [11.67193, 28.41598, 19.64720], [12.44359, 29.22501, 20.50438], [12.59512, 28.84253, 21.83655], [12.05597, 27.64212, 22.33770], [11.41538, 26.82147, 21.44660], [11.13255, 27.19570, 20.08865], [9.23804, 24.86404, 17.12189], [8.92914, 25.51864, 14.77014], [9.69634, 27.84541, 14.13319], [10.85050, 29.27248, 15.67180], [12.82373, 30.18828, 20.19780], [13.08591, 29.47648, 22.56017], [12.21711, 27.26007, 23.33494], [11.07473, 25.87612, 21.84241], [9.75643, 20.16025, 5.50903], [9.48337, 21.19895, 4.93088], [8.77465, 22.36921, 5.59441], [8.20252, 22.23192, 6.87471], [7.54090, 23.27962, 7.47377], [7.46254, 24.45782, 6.84268], [8.08356, 24.62752, 5.58128], [8.68904, 23.56822, 4.89046], [9.11486, 23.76530, 3.45048], [8.87164, 24.81154, 2.83663], [9.60091, 22.59130, 2.73818], [9.83749, 22.59816, 1.34666], [10.07229, 21.40330, 0.61387], [10.33010, 20.25925, 1.34235], [10.19005, 20.19433, 2.70979], [9.75778, 21.33640, 3.43820], [8.24893, 21.30535, 7.42763], [7.08063, 23.11263, 8.43641], [6.86383, 25.21750, 7.32313], [8.04399, 25.60629, 5.12647], [9.75309, 23.51271, 0.77843], [9.97394, 21.36998, -0.46113], [10.53685, 19.39478, 0.72890], [10.34518, 19.26684, 3.24093], [14.22415, 24.00788, 9.81958], [14.27463, 22.50474, 9.64201], [15.60422, 21.85841, 10.23972], [15.70491, 20.37816, 10.05157], [15.65913, 19.29593, 9.91543], [14.65972, 24.23964, 10.79152], [13.20708, 24.39976, 9.83020], [14.61363, 24.44898, 8.90206], [14.22655, 22.25567, 8.58194], [13.45115, 22.01946, 10.16592], [15.80364, 22.19090, 11.25843], [16.49146, 22.25825, 9.74879], [12.04381, 29.11105, 10.87709], [11.63569, 29.05275, 12.35662], [12.83869, 28.77444, 13.32421], [13.64489, 27.58554, 12.99132], [14.24986, 26.64698, 12.64512], [11.19685, 29.40424, 10.25677], [12.42148, 28.15002, 10.52799], [12.70130, 29.96508, 10.71446], [10.89101, 28.27298, 12.51634], [11.17788, 30.01066, 12.60342], [12.48457, 28.79811, 14.35482], [13.47918, 29.64537, 13.18507], [11.29651, 24.68701, 12.21131], [10.44049, 23.76933, 11.37217], [8.96662, 23.91078, 11.58342], [8.17612, 22.85477, 11.00500], [7.47525, 21.99088, 10.54492], [12.33977, 24.45714, 11.99477], [11.19245, 24.67836, 13.29630], [11.04745, 25.71724, 11.95698], [10.76085, 22.78550, 11.71500], [10.68558, 23.91233, 10.31976], [8.78848, 24.78348, 10.95512], [8.65443, 23.99305, 12.62451], [10.72950, 20.37200, 9.25671], [9.76095, 19.39464, 9.91606], [8.81795, 18.69864, 8.95077], [7.97901, 17.57110, 9.40333], [7.30832, 16.69635, 9.84586], [11.53365, 20.73043, 9.89932], [10.17685, 21.25004, 8.92246], [11.27205, 19.97808, 8.39730], [9.16468, 19.98449, 10.61223], [10.33734, 18.62764, 10.43334], [9.39129, 18.34160, 8.09526], [8.14013, 19.44521, 8.53690]], "forces_ev_per_angstrom": [[-0.376, -1.986, -0.321], [0.452, 2.537, -0.145], [-0.156, 0.070, 2.218], [-0.061, -2.238, -0.713], [0.546, 2.319, -0.195], [0.304, -2.380, -1.064], [-1.000, 1.598, 0.318], [-0.365, 0.136, 1.753], [0.317, -1.143, -0.232], [0.183, 1.483, -0.595], [0.190, 1.832, 0.151], [1.052, 0.583, -2.193], [0.283, 0.401, 0.269], [-1.504, 0.412, 1.475], [1.257, -1.624, -0.077], [-0.838, -1.433, -1.136], [0.134, -0.059, -0.227], [-0.337, 0.436, -0.033], [0.105, 0.112, 0.268], [0.409, -0.043, -0.514], [-0.186, -0.062, 0.414], [-0.284, -0.822, 0.148], [0.207, -0.198, -0.131], [-0.309, 0.093, 0.524], [-0.334, -0.770, 0.660], [0.286, 0.681, 0.476], [0.622, 0.816, -1.002], [-1.183, -1.487, 1.681], [0.255, 2.498, -1.157], [0.247, -0.215, -0.884], [0.768, -0.619, 1.304], [-0.790, -0.615, 0.746], [-0.028, 0.446, 1.052], [0.390, 0.752, -2.740], [-1.134, 0.585, -0.752], [0.647, 1.888, -0.389], [1.171, -0.269, -1.857], [-1.873, -0.954, 2.769], [1.320, 0.762, -1.022], [-0.217, -2.168, 0.957], [-0.446, 0.286, 0.101], [0.359, -0.557, 0.144], [-0.364, -0.319, 0.249], [-0.586, 0.153, 0.400], [0.379, -0.451, -0.229], [0.071, -0.230, 0.194], [0.050, 0.141, -0.157], [0.446, -0.344, -0.527], [0.773, -0.650, 2.857], [-0.739, 1.515, -2.135], [0.905, 0.312, -2.110], [-0.939, 0.316, 1.512], [0.394, -0.186, -0.445], [0.966, -0.941, -0.713], [0.963, -0.261, -0.025], [-1.879, 0.117, 1.650], [-0.107, -0.740, 0.342], [0.361, 0.809, -1.485], [-0.174, -1.147, 0.172], [0.461, 0.032, -0.438], [-0.099, -0.381, -0.922], [0.382, -0.058, 1.447], [-2.312, 0.410, -0.956], [1.092, 0.612, 0.517], [0.488, -0.553, -0.247], [-0.149, 0.035, 0.020], [-0.208, 0.155, -0.260], [0.364, -0.150, 0.103], [-0.218, 0.189, 0.193], [0.036, 0.109, 0.964], [0.166, -0.086, 0.161], [-0.593, 0.310, -0.069], [1.206, 2.133, -0.923], [-0.700, -1.183, 0.568], [1.565, 0.253, 1.687], [-0.895, -0.684, 0.261], [0.154, 3.046, -0.727], [0.384, -0.197, 0.069], [-0.105, 0.044, 0.597], [-1.101, -1.200, -0.846], [1.262, 1.744, 0.187], [-1.214, -2.288, -0.281], [-0.215, -0.209, 0.032], [-0.605, -0.557, 1.042], [-0.268, -0.164, 0.379], [0.630, 0.353, -1.391], [-1.090, -0.463, -1.106], [0.515, -0.124, 1.088], [0.302, -0.073, 0.625], [0.234, -0.425, 0.153], [-0.187, -0.472, -0.258], [-0.081, 0.095, -0.260], [-0.010, -0.138, -0.322], [0.265, 0.267, -0.226], [0.043, 0.407, 0.160], [-0.279, -0.197, -0.391], [-0.181, 0.865, -0.127], [-0.403, -0.330, -0.294], [0.406, -1.348, 0.081], [0.705, -0.441, -0.706], [-0.019, -1.770, 0.832], [0.400, 1.657, -1.767], [-0.597, 0.336, 0.318], [-0.353, 1.175, 0.824], [-1.191, 1.632, -0.553], [0.624, -1.276, 1.331], [1.006, -2.627, -0.343], [-0.421, -0.673, -0.446], [-0.259, 1.536, 1.801], [-0.373, -0.427, -1.057], [-0.440, 1.114, 1.146], [0.433, 0.361, -0.837], [0.237, -0.222, -0.335], [-0.067, 0.039, 0.017], [0.215, 0.574, -0.269], [-0.085, -0.021, -0.328], [-0.232, 0.224, 0.236], [0.431, 0.201, -0.041], [0.161, -0.448, 0.398], [0.002, 0.000, 0.078], [-0.465, -0.341, -0.241], [0.848, -1.217, 0.600], [0.097, 0.241, -1.014], [-0.488, 9.505, 1.633], [-0.124, -8.431, -1.147], [0.377, 0.735, -0.403], [-0.260, -0.298, 0.194], [0.872, 0.479, 0.603], [-0.156, -0.243, 0.079], [-0.103, -0.056, -0.137], [-0.524, -0.516, 0.299], [-0.077, 0.200, -0.474], [-0.562, 0.430, 0.377], [0.441, -0.723, -0.230], [-0.358, 0.937, -0.849], [0.563, -1.672, -0.665], [-1.241, 1.953, 0.790], [-0.347, -0.398, 0.056], [0.314, 0.278, -0.093], [0.674, -0.392, 0.029], [-0.082, 0.030, -0.172], [0.088, -0.038, 0.379], [0.291, -0.394, -0.061], [0.354, -0.037, 0.254], [0.022, 1.088, -0.175], [1.287, -1.472, 1.307], [-0.225, 0.714, -0.701], [-3.639, -4.771, -2.433], [3.411, 4.092, 2.187], [0.016, 0.412, 0.016], [-0.345, -0.654, 0.040], [0.427, 0.326, -0.225], [-0.076, -0.471, -0.592], [-0.013, -0.220, -0.025], [-0.963, 0.598, 0.616], [0.129, 0.431, -0.011], [-0.004, 0.232, -0.603], [0.441, -0.221, 0.709], [-0.251, 0.072, -1.167], [-1.903, -2.562, 2.247], [2.452, 3.179, -1.803], [-0.292, -0.132, 0.492], [0.046, 0.123, -0.157], [-0.277, -0.281, -0.188], [0.050, -0.352, 0.352], [-0.099, 0.066, 0.315], [0.040, -0.115, -0.125], [-0.185, -0.014, -0.075]], "e_lumo_ev": -1.59, "charge": 0, "mol_weight_g_mol": 1317.5, "e_above_lowest_kj_mol": 245.15, "e_tot_ev": -116718.2650, "smiles": "O=C1c2ccccc2C(=O)c2ccccc21.O=C1c2ccccc2C(=O)c2ccccc21.O=C1c2ccccc2C(=O)c2ccccc21.O=C1c2ccccc2C(=O)c2ccccc21.O=C1c2ccccc2C(=O)c2ccccc21.CCCC#N.CCCC#N.CCCC#N.CCCC#N"}